1.
19
Properties=species:S:1:pos:R:3:forces:R:3 method="wB97M-V/def2-TZVPD" homo_ev=-8.88 relative_energy_kj_mol=407.6 gap_ev=8.73 smiles="Cc1cc(O)cc(C(=O)O)c1" e_tot_ha=-535.23640
C -1.915810 2.525177 0.405431 1.239 -0.269 -0.777
C -1.155277 1.229545 -0.088078 -0.041 2.251 -1.191
C -1.945414 0.092994 -0.073367 -3.667 -0.690 0.936
C -1.495331 -1.191760 -0.226825 3.256 -1.079 2.402
O -2.200640 -2.333520 0.182163 5.268 0.541 -0.310
C 0.016391 -1.381029 -0.150963 -3.352 3.022 -2.103
C 0.779415 -0.187027 -0.468837 -0.452 -0.059 1.880
C 2.238327 -0.075126 -0.069536 2.805 7.604 1.352
O 2.757134 1.187554 0.050364 -2.406 -7.089 -1.114
O 3.013598 -1.023118 0.451191 -3.848 -4.537 -1.161
C 0.198475 1.206977 -0.507869 -0.614 -2.637 0.487
H -1.367962 3.375633 -0.061051 -0.327 -0.249 0.986
H -2.991174 2.680110 0.136438 0.914 -0.796 -0.027
H -1.848002 2.454560 1.513125 0.067 0.654 -0.684
H -3.116491 0.236488 0.251601 3.055 -0.406 -0.941
H -3.087257 -2.330161 0.068204 -4.377 0.604 -0.750
H 0.204490 -2.431715 0.049111 1.044 0.273 -0.050
H 2.389808 -2.002066 0.378047 2.868 4.128 0.356
H 0.931199 2.051317 -0.724964 -1.431 -1.267 0.710

---

2.
110
Properties=species:S:1:pos:R:3:forces:R:3 method="wB97M-V/def2-TZVPD" homo_ev=-9.88 gap_ev=8.51 smiles="NCCC1=C(C(F)(F)C(F)F)C(=O)C=CC1=O.CCOC(=O)C(F)(F)F.CCOC(=O)C(F)(F)F.CCOC(=O)C(F)(F)F.CCOC(=O)C(F)(F)F.CCOC(=O)C(F)(F)F.CCOC(=O)C(F)(F)F" e_tot_ha=-4624.20452
N -4.541828 3.032312 -2.800289 -0.025 0.558 0.042
C -3.590201 3.774558 -3.656518 0.636 -0.549 0.451
C -3.488062 3.136444 -5.068974 -0.237 0.116 0.831
C -2.952897 1.730228 -4.905828 -1.168 1.034 -0.396
C -1.667729 1.434993 -4.919244 0.686 -1.099 0.756
C -0.559721 2.440061 -5.151274 0.493 -0.810 -1.472
F -0.718025 3.590189 -4.495194 -0.385 0.739 0.274
F 0.633863 1.957390 -4.772047 0.466 -0.284 0.502
C -0.453454 2.701907 -6.681411 -2.098 -0.264 0.965
F -0.274918 1.505903 -7.267153 0.624 -0.470 -0.444
F 0.512676 3.540925 -6.984111 0.878 0.474 -0.255
C -1.314264 -0.022810 -4.730274 -1.512 0.172 0.762
O -0.297393 -0.506727 -5.089864 2.127 -0.712 -0.733
C -2.324399 -0.935417 -4.089908 0.348 0.093 0.416
C -3.596280 -0.636209 -4.088536 -0.997 0.990 -0.064
C -4.013506 0.658250 -4.693631 2.668 -0.589 0.790
O -5.126895 0.885292 -4.976237 -3.165 0.557 -0.878
H -4.110295 2.155877 -2.515913 -0.059 -0.007 -0.128
H -4.594323 3.552682 -1.927432 -0.260 -0.053 -0.069
H -2.618574 3.729726 -3.145502 0.108 0.232 -0.541
H -3.844431 4.834825 -3.722614 -0.367 -0.208 -0.074
H -2.845036 3.743537 -5.705384 -0.061 -0.004 0.134
H -4.498568 3.137353 -5.482546 0.147 -0.249 -0.078
H -1.431619 3.051908 -7.025637 0.215 0.432 -0.197
H -2.036808 -1.869118 -3.632044 0.373 0.668 -0.416
H -4.367253 -1.257195 -3.647421 -0.029 -0.014 -0.189
C 2.611987 0.239801 -6.494818 0.432 0.146 0.049
C 2.612561 -0.660426 -7.710304 -0.505 -0.043 0.499
O 3.609480 -0.258341 -8.672605 0.301 0.007 -0.311
C 4.865321 -0.573410 -8.380473 -0.738 -0.188 0.452
O 5.233174 -1.157970 -7.403324 0.314 0.021 -0.218
C 5.797952 -0.106487 -9.504945 0.623 0.361 -0.615
F 5.565194 1.171825 -9.845437 -0.090 -0.224 0.158
F 5.628561 -0.855581 -10.609779 -0.121 0.021 0.265
F 7.080633 -0.199729 -9.148090 -0.304 -0.083 0.116
H 2.481051 1.280714 -6.793692 -0.132 -0.039 -0.025
H 1.809952 -0.038298 -5.815816 -0.032 0.004 -0.123
H 3.556590 0.179418 -5.953698 -0.004 -0.114 -0.026
H 1.653535 -0.585753 -8.220097 0.161 0.084 -0.235
H 2.754727 -1.707252 -7.439701 0.233 0.045 -0.034
C 1.890769 -6.943756 -4.295314 -0.377 0.026 -0.109
C 2.102206 -5.799291 -3.326247 0.527 -0.492 -0.070
O 1.070073 -4.800100 -3.453890 -0.318 0.304 0.050
C -0.105245 -5.099720 -2.921096 0.742 -0.487 0.015
O -0.381907 -6.112606 -2.346268 -0.293 0.224 0.041
C -1.079837 -3.931780 -3.113477 -0.596 0.425 -0.160
F -1.097272 -3.496808 -4.379944 0.388 -0.533 0.040
F -0.741290 -2.887535 -2.328450 0.267 -0.375 0.074
F -2.334710 -4.266517 -2.796906 0.305 -0.188 0.051
H 1.820894 -6.568200 -5.317180 0.151 0.013 0.012
H 2.714769 -7.653463 -4.232388 0.040 0.064 0.014
H 0.963775 -7.476481 -4.085653 0.061 -0.032 0.103
H 3.039135 -5.294245 -3.552584 -0.178 0.256 -0.022
H 2.162199 -6.146720 -2.294488 -0.241 0.038 0.003
C -1.948022 -4.892116 0.541504 -0.315 0.023 0.203
C -0.951415 -4.026577 1.283667 0.206 -0.438 -0.498
O -1.609930 -3.088589 2.156777 -0.110 0.289 0.298
C -2.097868 -3.583354 3.289466 0.466 -0.423 -0.616
O -2.033669 -4.723696 3.642162 -0.153 0.189 0.292
C -2.739849 -2.461623 4.114343 -0.639 0.715 0.547
F -3.579311 -1.714804 3.377597 0.233 -0.209 -0.058
F -1.802776 -1.632515 4.615017 0.017 -0.243 -0.201
F -3.440059 -2.940144 5.143770 0.259 -0.163 -0.235
H -2.660588 -4.269686 -0.002451 0.111 0.019 -0.091
H -1.437690 -5.546887 -0.163506 0.026 0.048 -0.009
H -2.524641 -5.512416 1.226913 0.112 -0.041 0.034
H -0.383634 -3.428085 0.572566 -0.101 0.243 0.166
H -0.234895 -4.625276 1.846957 -0.160 0.019 0.183
C -1.062588 1.021506 7.125010 0.174 0.238 0.215
C -0.209843 -0.227859 7.170625 -0.650 0.003 -0.238
O 1.153604 0.072343 7.535122 0.409 -0.003 0.150
C 1.373261 0.328774 8.820045 -0.765 -0.231 -0.408
O 0.549613 0.328263 9.686592 0.338 0.054 0.185
C 2.864580 0.599357 9.051572 1.002 0.194 0.292
F 3.354110 1.491821 8.168112 -0.309 -0.207 0.093
F 3.587427 -0.526625 8.922401 -0.315 0.071 -0.100
F 3.097919 1.080606 10.272850 -0.315 -0.074 -0.193
H -0.622007 1.759066 6.451982 -0.069 -0.091 -0.122
H -2.068779 0.785156 6.782777 0.035 -0.010 -0.059
H -1.137077 1.490069 8.106094 -0.057 -0.110 0.032
H -0.168827 -0.673380 6.179786 0.341 0.009 0.044
H -0.624087 -0.976844 7.846246 0.151 0.100 0.165
C 5.364891 3.142912 6.204819 0.370 0.236 -0.065
C 5.264532 2.163178 5.054887 -0.448 -0.038 0.506
O 6.191723 2.484850 4.000120 0.254 0.007 -0.309
C 7.463945 2.170106 4.223098 -0.669 -0.160 0.502
O 7.893226 1.647891 5.209418 0.279 0.021 -0.230
C 8.318164 2.545379 3.005882 0.586 0.301 -0.700
F 8.074447 3.801575 2.596712 -0.084 -0.213 0.184
F 8.061361 1.726278 1.970290 -0.105 0.045 0.276
F 9.621462 2.456672 3.276829 -0.302 -0.068 0.148
H 5.225471 4.164879 5.847978 -0.127 -0.042 -0.027
H 4.613678 2.924754 6.958243 -0.036 0.000 -0.059
H 6.345361 3.101615 6.678290 -0.032 -0.118 0.019
H 4.271936 2.218858 4.611292 0.147 0.053 -0.253
H 5.413696 1.134789 5.385343 0.223 0.043 -0.038
C -6.766604 3.506184 6.647229 0.332 0.171 -0.011
C -6.772254 2.520318 5.497255 -0.503 -0.033 0.460
O -5.755386 2.834136 4.526021 0.297 0.008 -0.272
C -4.510326 2.516097 4.859862 -0.711 -0.158 0.419
O -4.170172 1.996663 5.882636 0.289 0.009 -0.197
C -3.550079 2.881598 3.721213 0.640 0.286 -0.654
F -3.749942 4.136334 3.286533 -0.096 -0.211 0.179
F -3.717516 2.058582 2.671124 -0.123 0.044 0.264
F -2.275624 2.787940 4.108088 -0.312 -0.072 0.124
H -6.870529 4.526083 6.273907 -0.141 -0.038 -0.016
H -7.583963 3.293993 7.335611 -0.033 -0.020 -0.061
H -5.830943 3.462517 7.203529 -0.043 -0.113 0.027
H -7.721708 2.578302 4.968319 0.172 0.051 -0.242
H -6.656143 1.492857 5.843128 0.231 0.041 -0.029

---

3.
18
Properties=species:S:1:pos:R:3:forces:R:3 method="wB97M-V/def2-TZVPD" homo_ev=-8.69 relative_energy_kj_mol=97.7 gap_ev=9.60 e_tot_ha=-323.26932
H -1.864314 -0.309306 2.598077 -0.467 0.137 -0.346
N -1.234377 -0.372698 1.808706 0.677 -0.284 0.418
C -0.968991 0.767279 1.289046 -0.858 -0.780 -0.204
N -1.833185 1.840877 1.314264 0.315 1.021 0.213
N 0.172768 0.929536 0.568453 0.889 0.668 -0.437
C 1.038140 -0.192741 0.290567 -0.520 -0.911 -0.508
C 0.453230 -1.151032 -0.761569 0.503 -1.364 0.374
C 1.124279 -0.979504 -2.125383 -0.002 0.441 0.941
H -1.500165 2.782286 1.203088 0.086 -0.063 -0.125
H -2.824153 1.720276 1.254744 0.012 -0.338 0.180
H 0.223498 1.651768 -0.131587 -0.403 0.095 0.132
H 1.987364 0.121590 -0.136151 0.203 0.515 0.524
H 1.174283 -0.785575 1.187071 0.188 0.351 0.324
H -0.620635 -1.124032 -0.706302 -0.528 0.318 -0.417
H 0.676470 -2.165095 -0.399456 0.010 0.061 -0.146
H 0.965239 0.053314 -2.424183 0.115 0.109 -0.517
H 2.187942 -1.119359 -1.916209 0.084 0.089 -0.399
H 0.842605 -1.667580 -2.913180 -0.303 -0.065 -0.008